Here is a 5-piece molecular cluster, C21H38BrN2O25S5 overall from the OMol25 dataset. Energies are from ωB97M-V/def2-TZVPD.

Total charge ... -1
Total energy ... -200760.138 eV
Highest occupied orbital energy ... -4.65 eV
Gap between HOMO and LUMO ... 0.221 hartree

Each atom is followed by the atoms it is bonded to, with distances in Å.
Cartesian coordinates (Å):
1 C 4.65 6.18 3.84  C2 1.642, H20 1.186, H21 1.186, H22 1.192
2 C 6.07 6.07 3.03  C1 1.642, C3 1.673, H23 1.194, H24 1.175
3 C 6.11 4.80 1.94  C2 1.673, O4 1.468, H25 1.170, H26 1.187
4 O 5.74 3.61 2.71  C3 1.468, C5 1.465
5 C 5.24 2.51 1.88  O4 1.465, C6 1.648, H27 1.189, H28 1.189
6 C 3.61 2.29 1.91  C5 1.648, Br7 2.044, C8 1.634, N11 1.487
7 Br 3.30 0.65 0.72  C6 2.044
8 C 2.94 3.53 1.09  C6 1.634, O9 1.352, O10 1.501
9 O 2.91 4.82 1.50  C8 1.352
10 O 2.30 3.29 -0.24  C8 1.501
11 N 3.02 1.93 3.23  C6 1.487, C12 1.492, O17 1.335
12 C 1.75 2.61 3.61  N11 1.492, C13 1.673, H29 1.168, H30 1.196
13 C 0.47 1.93 2.77  C12 1.673, C14 1.638, H31 1.178, H32 1.194
14 C -0.96 2.68 3.04  C13 1.638, O15 1.471, H33 1.193, H34 1.192
15 O -0.85 4.14 3.24  C14 1.471, C16 1.499
16 C -1.09 4.87 1.96  O15 1.499, H35 1.192, H36 1.184, H37 1.186
17 O 3.89 1.76 4.23  N11 1.335, C18 1.489
18 C 4.22 0.31 4.35  O17 1.489, N19 1.312
19 N 4.75 -0.89 4.31  C18 1.312
20 H 3.88 6.74 3.14  C1 1.186
21 H 4.14 5.14 4.09  C1 1.186
22 H 4.77 6.72 4.90  C1 1.192
23 H 6.89 5.77 3.85  C2 1.194
24 H 6.46 7.07 2.57  C2 1.175
25 H 5.47 5.00 0.99  C3 1.170
26 H 7.25 4.73 1.61  C3 1.187
27 H 5.60 2.72 0.76  C5 1.189
28 H 5.75 1.49 2.19  C5 1.189
29 H 1.74 3.78 3.58  C12 1.168
30 H 1.53 2.32 4.74  C12 1.196
31 H 0.72 1.92 1.62  C13 1.178
32 H 0.42 0.81 3.19  C13 1.194
33 H -1.46 2.15 3.98  C14 1.193
34 H -1.62 2.49 2.07  C14 1.192
35 H -0.63 5.96 2.12  C16 1.192
36 H -2.24 4.99 1.71  C16 1.184
37 H -0.48 4.38 1.07  C16 1.186
38 C 1.42 -3.93 -2.33  C39 1.526, O44 1.427, H45 1.095, H46 1.093
39 C 2.23 -3.03 -1.40  C38 1.526, O40 1.426, H47 1.093, H48 1.095
40 O 1.55 -1.77 -1.43  C39 1.426, S41 1.631
41 S -0.04 -2.03 -1.64  O40 1.631, O42 1.446, O43 1.444, O44 1.630
42 O -0.68 -1.99 -0.34  S41 1.446
43 O -0.49 -1.24 -2.76  S41 1.444
44 O 0.06 -3.59 -2.11  C38 1.427, S41 1.630, O64 1.619
45 H 1.66 -3.72 -3.38  C38 1.095
46 H 1.59 -4.99 -2.12  C38 1.093
47 H 3.26 -2.91 -1.72  C39 1.093
48 H 2.20 -3.40 -0.37  C39 1.095
49 C 5.72 0.53 7.93  C50 1.526, O55 1.427, H56 1.095, H57 1.093
50 C 5.22 -0.39 9.05  C49 1.526, O51 1.426, H58 1.093, H59 1.095
51 O 5.39 0.36 10.25  C50 1.426, S52 1.631
52 S 5.17 1.95 9.92  O51 1.631, O53 1.446, O54 1.444, O55 1.630
53 O 3.81 2.30 10.25  S52 1.446
54 O 6.32 2.68 10.41  S52 1.444
55 O 5.28 1.84 8.29  C49 1.427, S52 1.630
56 H 6.81 0.53 7.88  C49 1.095
57 H 5.31 0.24 6.96  C49 1.093
58 H 5.79 -1.32 9.10  C50 1.093
59 H 4.16 -0.61 8.93  C50 1.095
60 C -3.18 -4.70 -5.72  C61 1.526, O66 1.427, H67 1.095, H68 1.093
61 C -3.13 -5.70 -4.56  C60 1.526, O62 1.426, H69 1.093, H70 1.095
62 O -1.77 -5.70 -4.13  C61 1.426, S63 1.631
63 S -1.14 -4.21 -4.37  O62 1.631, O64 1.446, O65 1.444, O66 1.630
64 O -1.21 -3.49 -3.11  O44 1.619, S63 1.446
65 O 0.08 -4.34 -5.13  S63 1.444
66 O -2.31 -3.64 -5.35  C60 1.427, S63 1.630
67 H -2.80 -5.15 -6.64  C60 1.095
68 H -4.19 -4.33 -5.89  C60 1.093
69 H -3.44 -6.70 -4.86  C61 1.093
70 H -3.75 -5.36 -3.72  C61 1.095
71 C -7.46 -3.80 -8.32  C72 1.526, O77 1.427, H78 1.095, H79 1.093
72 C -8.11 -3.91 -6.94  C71 1.526, O73 1.426, H80 1.093, H81 1.095
73 O -8.03 -5.29 -6.60  C72 1.426, S74 1.631
74 S -6.68 -5.92 -7.25  O73 1.631, O75 1.446, O76 1.444, O77 1.630
75 O -5.65 -5.94 -6.24  S74 1.446
76 O -7.05 -7.09 -8.02  S74 1.444
77 O -6.36 -4.71 -8.29  C71 1.427, S74 1.630
78 H -8.15 -4.12 -9.10  C71 1.095
79 H -7.12 -2.78 -8.53  C71 1.093
80 H -9.15 -3.57 -6.94  C72 1.093
81 H -7.54 -3.34 -6.19  C72 1.095
82 C -5.34 0.06 -3.28  C83 1.526, O88 1.427, H89 1.095, H90 1.093
83 C -6.43 -0.87 -2.74  C82 1.526, O84 1.426, H91 1.093, H92 1.095
84 O -7.61 -0.52 -3.46  C83 1.426, S85 1.631
85 S -7.19 -0.03 -4.96  O84 1.631, O86 1.446, O87 1.444, O88 1.630
86 O -7.35 -1.15 -5.86  S85 1.446
87 O -7.78 1.27 -5.20  S85 1.444
88 O -5.60 0.17 -4.68  C82 1.427, S85 1.630
89 H -5.42 1.06 -2.84  C82 1.095
90 H -4.34 -0.34 -3.11  C82 1.093
91 H -6.58 -0.75 -1.67  C83 1.093
92 H -6.20 -1.92 -2.96  C83 1.095